DFT (ωB97M-V/def2-TZVPD) results for a molecular structure, C49H44AsN5S3SeV.

Output
<S²>: 3.795
Energy above the lowest of the compared OMol25 structures with the same formula, charge and spin (kcal/mol): 9.43
Charge: -2
2S+1: 4
E_HOMO (alpha / beta) (eV): -1.45 / -2.08

Last column: Löwdin spin population.
Positions of all 104 atoms, in Å:
1 V -0.970 -0.031 -0.312  2.04
2 C -0.611 -2.590 -0.993  0.00
3 C 0.543 -2.078 -0.393  0.00
4 C 0.200 -1.584 0.904  0.01
5 C -1.186 -1.852 1.104  -0.01
6 C -1.690 -2.431 -0.080  0.00
7 C -3.096 -2.937 -0.203  0.00
8 C -1.952 -1.699 2.381  0.00
9 C 1.174 -1.204 1.988  0.00
10 C 1.960 -2.267 -0.834  0.00
11 C -0.678 -3.231 -2.343  0.00
12 H -3.304 -3.332 -1.198  0.00
13 H -3.837 -2.161 -0.003  0.00
14 H -3.270 -3.749 0.511  0.00
15 H -1.965 -2.650 2.926  0.00
16 H -2.985 -1.403 2.192  0.00
17 H -1.517 -0.944 3.037  0.00
18 H 1.476 -0.152 1.977  0.00
19 H 2.097 -1.785 1.899  0.00
20 H 0.753 -1.410 2.972  0.00
21 H 2.390 -3.153 -0.350  0.00
22 H 2.590 -1.424 -0.554  0.00
23 H 2.058 -2.401 -1.911  0.00
24 H -1.376 -4.072 -2.341  0.00
25 H 0.300 -3.610 -2.647  0.00
26 H -1.019 -2.530 -3.106  0.00
27 C 0.932 4.981 1.413  0.04
28 C 0.941 3.666 1.866  0.00
29 C 0.524 2.638 1.041  0.04
30 C 0.062 2.894 -0.258  0.02
31 C 0.014 4.227 -0.691  0.03
32 C 0.457 5.246 0.135  0.00
33 N -0.345 1.825 -1.042  0.20
34 N -0.539 2.106 -2.323  0.37
35 C -1.276 1.130 -2.954  0.02
36 C -1.604 1.354 -4.305  0.06
37 C -2.465 0.493 -4.951  0.00
38 C -3.014 -0.583 -4.253  0.08
39 C -2.658 -0.808 -2.928  0.00
40 C -1.760 0.007 -2.240  0.05
41 H 1.258 5.789 2.056  0.00
42 H 1.264 3.436 2.875  0.00
43 H 0.526 1.620 1.411  0.01
44 H -0.376 4.435 -1.677  0.00
45 H 0.416 6.269 -0.223  0.00
46 H -1.197 2.229 -4.800  0.00
47 H -2.738 0.671 -5.986  0.00
48 H -3.729 -1.238 -4.738  0.01
49 H -3.123 -1.638 -2.413  0.00
50 C 4.862 -0.864 -4.705  0.00
51 C 5.753 -0.379 -3.756  0.00
52 C 5.278 0.214 -2.595  0.00
53 C 3.910 0.314 -2.362  0.00
54 C 3.023 -0.172 -3.320  0.00
55 C 3.496 -0.753 -4.489  0.00
56 As 3.073 1.224 -0.838  0.00
57 C 4.411 0.987 0.563  0.00
58 C 5.155 -0.185 0.684  0.00
59 C 5.954 -0.404 1.799  0.00
60 C 6.013 0.542 2.811  0.00
61 C 5.263 1.705 2.708  0.00
62 C 4.463 1.923 1.596  0.00
63 C 3.556 2.999 -1.499  0.00
64 C 4.748 3.654 -1.213  0.00
65 C 5.033 4.878 -1.801  0.00
66 C 4.132 5.451 -2.688  0.00
67 C 2.945 4.795 -2.983  0.00
68 C 2.654 3.574 -2.390  0.00
69 H 5.233 -1.324 -5.612  0.00
70 H 6.820 -0.455 -3.925  0.00
71 H 5.980 0.613 -1.871  0.00
72 H 1.953 -0.098 -3.152  0.00
73 H 2.792 -1.122 -5.226  0.00
74 H 5.107 -0.939 -0.094  0.00
75 H 6.524 -1.322 1.877  0.00
76 H 6.631 0.368 3.684  0.00
77 H 5.289 2.442 3.501  0.00
78 H 3.864 2.825 1.534  0.00
79 H 5.462 3.212 -0.528  0.00
80 H 5.963 5.383 -1.568  0.00
81 H 4.352 6.409 -3.143  0.00
82 H 2.230 5.238 -3.666  0.00
83 H 1.715 3.078 -2.622  0.00
84 Se -3.072 2.411 3.368  0.02
85 C -2.575 1.523 1.907  0.03
86 N -2.218 0.931 0.968  0.00
87 S -8.076 -0.380 5.039  0.00
88 C -7.290 -0.703 3.593  0.00
89 S -7.205 0.447 2.298  0.00
90 C -6.239 -0.657 1.316  0.00
91 N -5.992 -1.773 1.947  0.00
92 N -6.588 -1.787 3.207  0.00
93 C -6.344 -2.965 3.956  0.00
94 C -5.132 -3.624 3.759  0.00
95 C -4.861 -4.790 4.453  0.00
96 C -5.790 -5.317 5.340  0.00
97 C -7.001 -4.666 5.517  0.00
98 C -7.288 -3.496 4.829  0.00
99 S -5.743 -0.242 -0.248  0.00
100 H -4.425 -3.213 3.055  0.00
101 H -3.911 -5.288 4.297  0.00
102 H -5.574 -6.229 5.882  0.00
103 H -7.742 -5.070 6.197  0.00
104 H -8.227 -2.986 4.970  0.00

=====

DFT (ωB97M-V/def2-TZVPD) results for C4H9N3 in the gas phase.

Output
Energy above the lowest of the compared OMol25 structures with the same formula, charge and spin (kcal/mol): 43.03
SMILES: C[C@@H](N)C(N)=C=N
E_HOMO (eV): -7.63

Last column: natural (NBO) charge in e.
Positions of all 16 atoms, in Å:
1 C -1.203 -0.997 -0.856  -0.61
2 C -0.806 0.349 -0.123  -0.05
3 N -1.407 0.343 1.188  -0.84
4 C 0.709 0.476 -0.119  -0.06
5 N 1.237 1.718 -0.547  -0.80
6 C 1.425 -0.589 0.139  0.33
7 N 2.129 -1.595 0.145  -0.63
8 H -0.824 -1.028 -1.873  0.22
9 H -0.860 -1.865 -0.299  0.20
10 H -2.290 -1.022 -0.879  0.22
11 H -1.211 1.202 -0.679  0.20
12 H -1.116 -0.465 1.727  0.36
13 H -1.279 1.214 1.691  0.36
14 H 0.835 2.505 -0.051  0.36
15 H 2.247 1.746 -0.501  0.37
16 H 2.415 -1.990 1.037  0.36

=====

DFT (ωB97M-V/def2-TZVPD) results for C6H6N4O in the gas phase.

Output
Energy above the lowest of the compared OMol25 structures with the same formula, charge and spin (kcal/mol): 80.68
SMILES: N/C=N/c1[nH]ccc1N=C=O
E_HOMO (alpha / beta) (eV): -6.81 / -6.81

Last column: natural (NBO) charge in e.
Positions of all 17 atoms, in Å:
1 N 2.523 2.154 -0.230  -0.80
2 C 1.613 1.180 0.145  0.28
3 N 0.086 1.378 -0.390  -0.53
4 C -0.697 0.314 0.055  0.22
5 N -2.043 0.629 0.011  -0.51
6 C -2.788 -0.536 -0.060  -0.06
7 C -1.966 -1.632 -0.080  -0.30
8 C -0.653 -1.128 0.045  0.02
9 N 0.448 -1.918 0.121  -0.50
10 C 1.632 -1.985 0.088  0.83
11 O 2.722 -2.329 0.139  -0.52
12 H 2.144 2.779 -0.940  0.42
13 H 3.374 2.380 0.299  0.42
14 H 1.888 0.251 0.586  0.18
15 H -2.310 1.633 0.106  0.43
16 H -3.890 -0.517 0.121  0.21
17 H -2.082 -2.654 -0.015  0.23

=====

Table of max |F| (eV Å⁻¹), in record order: 1.22, 1.60, 8.99